No. 1
A gas-phase ion, C8H11NOP (charge +1) in a non-equilibrium geometry. Source: the Open Molecules 2025 dataset; level of theory: wB97M-V/def2-TZVPD.

Geometry (Å):
C: 0.2819 -1.1641 -0.5255
P: 2.0192 -0.9351 -0.0695
C: -1.9718 -1.5397 -0.7370
H: 2.7155 1.7461 0.6587
C: 2.9761 0.3323 -0.9716
H: -2.1003 -2.3970 -1.3494
C: -4.0410 -0.5505 0.0316
H: -4.3488 -0.5686 1.0749
O: 2.5911 -1.6642 1.0390
H: 2.3303 0.8255 -1.6975
C: -0.5284 0.6490 0.8609
H: -0.1377 1.4514 1.4710
N: 0.4125 -0.1372 0.2555
H: 4.1791 0.7640 0.7768
C: -2.5284 -0.5887 -0.0319
C: 3.5200 1.2861 0.0846
H: -4.3845 0.3773 -0.4220
H: 4.0893 2.0753 -0.4037
H: -2.5142 1.1475 1.2232
H: 3.7863 -0.1764 -1.4977
C: -1.8545 0.4561 0.7180
H: -4.4916 -1.3891 -0.4885

Cartesian forces (eV/Å) of the 3 atoms listed first:
C 1.7 1.1 0.2
P 1.0 0.7 -0.3
C -0.1 0.2 0.2

Computed properties:
LUMO (alpha / beta)	-5.15 / -7.73	eV
E	-782.2709	a.u.
2S+1	3
energy above the lowest of the compared OMol25 structures with the same formula, charge and spin	22.7	kcal/mol
orbital gap (alpha / beta)	6.24 / 5.69	eV
expectation value of S²	2.020
charge	+1

Calculated atomic charges, method Mulliken, unit e: -0.130, 0.574, -0.573, 0.316, -0.315, 0.404, -1.483, 0.366, -0.534, 0.348, -0.287, 0.418, 0.094, 0.357, 1.002, -1.108, 0.357, 0.338, 0.401, 0.396, -0.338, 0.396

---

No. 2
A molecular structure, C12H19NPdSi in a non-equilibrium geometry. Source: the Open Molecules 2025 dataset; level of theory: wB97M-V/def2-TZVPD.

Geometry (Å):
H: 0.8139 -2.2402 3.6454
H: 2.2497 0.3557 3.3173
H: 0.4171 -2.6668 -3.9885
H: -0.7272 -1.3980 -1.4561
H: 1.3851 1.9092 3.2697
H: 2.3261 2.7284 -3.7039
C: -0.4837 -0.0775 1.4855
Si: -0.2266 -0.0008 3.2929
H: -1.6542 1.9609 3.9520
C: -1.6137 0.8942 4.2128
H: -0.0957 -1.7777 5.0932
C: 1.3818 0.9032 3.7115
C: 0.3051 3.1420 -2.7957
H: 0.0044 -3.9484 -1.1895
C: 0.6525 -2.9502 -2.9532
C: 1.2891 2.4396 -3.5746
H: -2.5897 0.4503 3.9724
N: -0.2334 -0.6472 -0.9681
C: -0.4164 -0.4506 0.2751
H: -1.1990 -3.9686 -2.6064
C: -0.1024 -1.7464 3.9947
H: 0.4845 4.0431 -2.2250
C: 0.6694 1.2719 -4.1186
H: -0.9613 -2.3351 3.6457
H: -1.4222 0.4809 -3.9225
Pd: 0.6037 1.2735 -2.0609
H: 1.5277 1.0148 4.7965
H: -1.4909 0.8355 5.3048
C: -0.2297 -3.6543 -2.2122
C: -0.9141 2.3924 -2.8568
H: 1.1407 0.5325 -4.7627
C: -0.6855 1.2364 -3.6673
H: -1.8410 2.6484 -2.3467
H: 1.6362 -2.6511 -2.5609

Cartesian forces (eV/Å) of the 3 atoms listed first:
H -0.2 0.0 0.0
H -0.2 0.1 0.1
H 0.2 -0.1 0.5

Computed properties:
LUMO (alpha / beta)	-0.03 / -2.20	eV
E	-940.4119	a.u.
2S+1	5
energy above the lowest of the compared OMol25 structures with the same formula, charge and spin	25.8	kcal/mol
orbital gap (alpha / beta)	2.03 / 6.68	eV
expectation value of S²	6.024

Calculated atomic charges, method Mulliken, unit e: 0.284, 0.302, 0.154, -0.093, 0.304, 0.386, 0.289, 0.137, 0.290, -0.995, 0.318, -0.991, -0.500, 0.283, -0.561, -0.483, 0.298, 0.263, -0.492, 0.433, -0.950, 0.385, -0.222, 0.268, 0.573, 0.452, 0.274, 0.293, -0.741, -0.333, 0.339, -0.568, 0.375, 0.230

---

No. 3
A molecular structure, C4H6InO3 in a non-equilibrium geometry. Source: the Open Molecules 2025 dataset; level of theory: wB97M-V/def2-TZVPD.

Geometry (Å):
In: 2.9448 2.1299 1.8707
O: 2.2955 -0.3445 1.4318
C: -1.9137 0.1412 -1.9939
H: -1.0766 -0.5701 1.6190
C: -0.1343 -0.0209 1.6029
O: 2.5319 0.3899 2.6304
H: 0.9536 -1.4636 0.5027
C: -0.8807 0.1443 -1.1331
O: -1.8884 0.1599 -3.3912
H: -2.9694 0.1704 -1.6830
H: 0.1711 0.2334 2.6895
H: 0.0737 0.0389 -1.6950
C: 0.9933 -0.6970 1.2855
H: -1.1007 -0.3119 -3.7363

Cartesian forces (eV/Å) of the 3 atoms listed first:
In 0.3 2.3 -1.1
O 0.2 -0.7 0.0
C 0.8 0.1 1.6

Computed properties:
LUMO	2.36	eV
E	-571.5957	a.u.
orbital gap	4.19	eV
charge	-1

Calculated atomic charges, method Mulliken, unit e: 0.464, -0.269, -0.036, 0.324, -1.018, -0.453, 0.334, -0.694, -0.592, 0.229, 0.313, -0.092, 0.197, 0.291

---

No. 4
C5H6O in the gas phase in a non-equilibrium geometry. Source: the Open Molecules 2025 dataset; level of theory: wB97M-V/def2-TZVPD.

Geometry (Å):
O: -0.9626 -1.1692 1.1440
C: -1.6374 0.8718 0.0696
H: -1.5482 1.9555 0.0912
H: 2.3728 -0.2297 0.9610
H: 1.5232 -1.4961 0.0757
H: -0.6050 -0.3679 -1.6995
C: -0.5360 0.3002 -0.8459
C: 1.7956 -0.4315 0.0539
C: 0.5136 0.3195 0.0316
H: -2.6618 0.5016 0.1221
C: -0.6811 -0.0204 0.8096
H: 2.4269 -0.2337 -0.8133

Cartesian forces (eV/Å) of the 3 atoms listed first:
O 0.1 0.1 1.8
C -0.1 0.0 -0.1
H -0.1 -0.2 0.4

Computed properties:
LUMO	0.43	eV
E	-269.2367	a.u.
energy above the lowest of the compared OMol25 structures with the same formula, charge and spin	68.8	kcal/mol
orbital gap	9.56	eV

Calculated atomic charges, method Mulliken, unit e: -0.635, -0.569, 0.256, 0.305, 0.280, 0.293, -0.339, -1.148, 0.442, 0.279, 0.491, 0.345

---

No. 5
A molecular structure, C20H46OP4Tl in a non-equilibrium geometry. Source: the Open Molecules 2025 dataset; level of theory: wB97M-V/def2-TZVPD.

Geometry (Å):
H: 1.9249 -2.8461 1.1083
P: -1.2844 2.2545 1.3924
C: 0.9877 1.8708 -5.0826
H: -2.2673 -1.0332 -2.2600
C: -1.2638 1.3008 -4.4156
C: -2.4061 3.2857 0.3680
C: -3.2883 -0.6620 0.8356
H: -3.3777 2.7788 0.2727
H: 0.5138 3.8646 1.0479
H: -0.7457 -3.5200 0.5698
H: 3.1843 -0.0275 -2.0441
H: 2.3962 1.4144 1.8011
H: 0.5928 3.1496 2.6778
C: 0.0295 3.1741 -3.2081
C: -0.2396 1.2000 -5.3201
H: -0.5019 4.6866 -6.0376
H: 2.1465 3.1159 -3.7681
H: 1.4695 -2.4372 -4.2134
C: 0.9094 -1.6705 -3.6644
H: -1.3694 -2.7583 2.0600
H: 3.1704 0.1711 0.7738
H: 1.8043 -4.0115 -2.5346
H: -2.5582 4.2556 0.8655
H: 0.1696 3.4655 -2.1420
C: 1.1763 2.6731 -3.9890
Tl: -0.0126 0.7312 -1.0625
H: -0.1674 -1.8915 -3.7479
H: -2.1899 0.7311 -4.5080
H: -1.7469 1.7109 3.7389
H: 2.3409 -3.6930 -0.8479
H: 3.7244 -1.4811 -1.1614
H: -0.6332 4.4108 2.3114
C: -0.0856 3.5474 1.9111
P: 1.4114 -1.6987 -1.8986
O: -2.1999 2.6018 -2.6339
C: -1.2313 2.3014 -3.3674
C: 2.6248 0.3445 1.7108
H: 3.2477 0.0314 2.5583
C: 0.4481 -0.2166 3.4081
P: -1.7405 -1.3326 0.1171
H: -3.0839 4.2262 -4.3757
H: -2.0109 3.4424 -0.6499
H: -2.5827 3.1954 3.2189
H: -3.2133 1.5927 2.7338
H: -4.1005 -1.3707 0.6356
C: 1.5599 -3.4982 -1.5945
H: -3.1809 -0.5341 1.9198
C: 1.7549 -2.3119 2.0504
C: -1.2368 4.8160 -5.2414
H: -3.5428 0.3049 0.3803
H: -0.3816 0.5653 -6.2062
C: 3.1501 -1.1271 -2.0279
C: -2.3335 -1.8660 -1.5466
H: 0.5998 -3.8797 -1.2158
H: 3.6059 -1.5107 -2.9517
H: -1.7485 -2.7151 -1.9284
P: 1.0672 -0.6383 1.7252
H: 1.0549 -2.8945 2.6608
H: -0.2153 4.1929 -3.5717
H: -3.3833 -2.1637 -1.4577
H: 2.7057 -2.2137 2.5889
C: -1.5680 -2.9311 0.9946
C: -2.3070 2.1759 2.9203
H: 0.3645 0.8688 3.5458
C: -2.3476 4.0808 -5.1669
H: 1.7971 1.7095 -5.8033
H: -0.5401 -0.6701 3.5573
H: -2.6050 3.3785 -5.9546
H: 1.1416 -0.6218 4.1573
H: 1.1066 -0.6895 -4.1188
H: -1.0326 5.6327 -4.5311
H: -2.5009 -3.5016 0.9032

Cartesian forces (eV/Å) of the 3 atoms listed first:
H 0.1 0.0 0.3
P -0.8 2.6 0.4
C 1.7 1.0 0.6

Computed properties:
LUMO (alpha / beta)	-12.84 / -12.57	eV
E	-2401.6503	a.u.
energy above the lowest of the compared OMol25 structures with the same formula, charge and spin	0.0	kcal/mol
orbital gap (alpha / beta)	3.12 / 3.60	eV
charge	+3

Calculated atomic charges, method Mulliken, unit e: 0.070, 0.645, -0.356, 0.190, -0.542, -1.066, -1.362, 0.361, 0.296, 0.242, 0.308, 0.292, 0.354, 0.232, -0.445, 0.300, 0.563, 0.533, -1.040, 0.385, 0.301, 0.487, 0.465, 0.127, -0.671, 1.069, 0.344, 0.512, 0.367, 0.430, 0.414, 0.523, -1.346, 0.766, -0.671, 0.184, -1.169, 0.490, -1.296, 0.946, 0.225, 0.254, 0.464, 0.405, 0.614, -1.383, 0.258, -1.117, -0.653, 0.351, 0.484, -1.309, -1.065, 0.264, 0.485, 0.337, 0.639, 0.463, -0.086, 0.567, 0.472, -1.249, -1.328, 0.323, -0.417, 0.528, 0.373, 0.305, 0.540, 0.101, 0.422, 0.505

---

No. 6
A molecular structure, C4H8O. Source: the Open Molecules 2025 dataset; level of theory: wB97M-V/def2-TZVPD.

Geometry (Å):
C: 1.7018 -0.0214 -0.9130
H: -1.0667 1.4945 2.0448
H: 2.0133 0.9217 -0.4425
H: -0.9623 0.6617 0.4681
C: 0.1059 -1.0779 -0.5352
H: -2.4835 0.6529 1.3175
H: -1.0773 -0.3032 1.9098
O: 1.3234 -1.0018 0.1077
H: -0.6994 -1.6779 -0.1162
C: 0.3143 -0.1755 -1.4952
H: 2.5038 -0.4240 -1.5392
C: -1.4006 0.6384 1.4539
H: -0.2727 0.3124 -2.2601

Cartesian forces (eV/Å) of the 3 atoms listed first:
C 0.2 0.1 -0.2
H -0.1 -0.2 0.0
H -0.3 -0.2 -0.2

Computed properties:
LUMO	1.10	eV
E	-232.3546	a.u.
energy above the lowest of the compared OMol25 structures with the same formula, charge and spin	57.1	kcal/mol
orbital gap	10.03	eV

Calculated atomic charges, method Mulliken, unit e: -0.128, 0.275, 0.221, 0.113, -0.451, 0.296, 0.219, -0.366, 0.477, -0.364, 0.245, -0.873, 0.337

---

No. 7
F4NP in the gas phase in a non-equilibrium geometry. Source: the Open Molecules 2025 dataset; level of theory: wB97M-V/def2-TZVPD.

Geometry (Å):
F: 0.7682 -1.5602 -0.7692
F: -1.4988 0.5646 -0.4118
N: 1.1167 0.6136 -0.0147
P: -0.0871 -0.3795 -0.0923
F: 0.8698 1.9984 0.5813
F: -1.1687 -1.2369 0.7066

Cartesian forces (eV/Å) of the 3 atoms listed first:
F -2.3 1.4 0.5
F 3.1 -1.3 -0.9
N 0.6 2.6 1.7

Computed properties:
LUMO	-1.30	eV
E	-795.5090	a.u.
energy above the lowest of the compared OMol25 structures with the same formula, charge and spin	38.1	kcal/mol
orbital gap	10.33	eV
SMILES	FN=P(F)(F)F

Calculated atomic charges, method Mulliken, unit e: -0.175, -0.285, -0.213, 1.072, -0.207, -0.191

---

No. 8
2 unconnected molecules or ions with the total composition C2H5NO2P in a non-equilibrium geometry. Source: the Open Molecules 2025 dataset; level of theory: wB97M-V/def2-TZVPD.

Geometry (Å):
O: 3.4339 -0.5091 -0.1746
H: 0.2511 1.0554 0.4322
H: -1.0618 -1.2919 -1.6477
N: -0.2383 0.1410 0.6470
O: 2.0084 1.2846 -0.3568
H: -2.1228 -0.6030 0.8604
C: 2.3536 0.0936 -0.2350
H: -2.0243 1.0825 0.5069
C: -1.6425 0.1972 0.2951
H: -1.7180 -0.2844 -0.6974
P: 0.7608 -1.1659 0.3700

Cartesian forces (eV/Å) of the 3 atoms listed first:
O -0.9 0.5 -0.6
H -0.2 -1.4 0.0
H 0.8 -0.2 0.6

Computed properties:
LUMO (alpha / beta)	3.34 / 3.47	eV
E	-625.7332	a.u.
energy above the lowest of the compared OMol25 structures with the same formula, charge and spin	102.6	kcal/mol
orbital gap (alpha / beta)	6.77 / 7.24	eV
charge	-1

Calculated atomic charges, method Mulliken, unit e: -0.608, 0.326, 0.277, -0.102, -0.671, 0.264, 0.472, 0.377, -1.009, -0.242, -0.084

---

Question: Among the records above, which one has the highest E?
Answer: C4H8O

---

Question: The lowest E belongs to which entry?
Answer: C20H46OP4Tl